No. 1
One molecule with the formula C15H22N6OS, computed with ωB97M-V/def2-TZVPD.

Last column: Mulliken charge in e.
Positions of all 45 atoms, in Å:
C -6.151 -1.732 0.443  -1.23
C -4.919 -0.939 0.150  0.64
C -3.886 -1.425 -0.598  -0.77
C -2.784 -0.575 -0.812  0.63
N -1.656 -0.746 -1.457  -1.10
N -0.953 0.389 -1.366  0.28
C -1.629 1.256 -0.664  0.07
N -2.825 0.712 -0.264  0.15
C -3.894 1.098 0.508  0.59
N -4.901 0.305 0.698  -0.67
N -3.902 2.342 1.028  -0.31
H -4.633 2.540 1.688  0.29
H -3.041 2.863 1.084  0.07
S -1.049 2.847 -0.267  -0.35
C 0.715 2.429 -0.361  -0.50
H 0.944 2.245 -1.405  0.28
H 1.256 3.301 0.010  0.48
C 0.945 1.223 0.554  0.55
O 0.218 1.060 1.519  -0.70
N 1.963 0.400 0.251  0.24
C 2.846 0.598 -0.892  -0.29
C 2.248 0.035 -2.188  -1.34
H 2.704 0.521 -3.048  0.39
H 1.171 0.187 -2.214  0.28
H 2.428 -1.033 -2.267  0.37
C 4.230 0.004 -0.594  -0.92
C 4.513 0.091 0.900  -0.71
C 3.579 -0.869 1.633  -0.95
C 2.138 -0.781 1.089  0.26
C 1.706 -2.049 0.352  -1.54
H 2.433 -2.347 -0.398  0.30
H 0.748 -1.885 -0.136  0.24
H 1.598 -2.862 1.066  0.49
H 1.445 -0.633 1.923  0.53
H 3.942 -1.890 1.503  0.39
H 3.593 -0.647 2.701  0.28
H 5.552 -0.168 1.111  0.44
H 4.346 1.115 1.243  0.33
H 4.274 -1.041 -0.903  0.30
H 4.979 0.550 -1.168  0.48
H 2.980 1.681 -0.999  0.68
H -3.877 -2.413 -1.022  0.38
H -6.285 -1.815 1.520  0.32
H -7.021 -1.215 0.044  0.30
H -6.086 -2.724 0.006  0.35

The total energy is -1386.78339 Ha. The largest force on an atom is 0.025 hartree/bohr. For the orbital gap, the calculation gives 0.3061 Ha. The SMILES is Cc1cc2nnc(SCC(=O)N3[C@H](C)CCC[C@@H]3C)n2c(N)n1. For the energy above the lowest of the compared OMol25 structures with the same formula, charge and spin, the calculation gives 0.0 kJ/mol.

---

No. 2
One molecule with the formula C15H22O3, computed with ωB97M-V/def2-TZVPD.

Last column: Mulliken charge in e.
Positions of all 40 atoms, in Å:
C 1.266 1.406 -2.631  -1.77
H 0.974 1.073 -3.624  0.41
H 0.366 1.565 -2.041  0.33
H 1.791 2.354 -2.728  0.42
C 2.160 0.362 -1.963  1.94
C 3.457 0.191 -2.756  -1.96
H 4.049 1.103 -2.720  0.42
H 3.238 -0.032 -3.798  0.43
H 4.051 -0.624 -2.348  0.42
C 2.507 0.825 -0.532  -1.34
C 1.423 0.482 0.455  0.25
O 0.852 1.309 1.121  -0.62
C 1.230 -1.023 0.592  1.04
C 1.779 -1.721 -0.644  -0.27
O 2.423 -2.738 -0.598  -0.62
C 1.409 -0.989 -1.902  -0.91
H 0.338 -0.781 -1.874  0.37
H 1.639 -1.595 -2.778  0.53
C -0.212 -1.541 0.807  -1.59
H -0.156 -2.471 1.376  0.46
C -1.145 -0.559 1.512  0.63
C -1.587 0.541 0.565  0.37
O -1.371 0.518 -0.623  -0.60
C -2.429 1.591 1.237  -1.12
H -2.698 2.366 0.518  0.40
C -3.686 0.916 1.799  -0.67
C -3.316 -0.233 2.730  -0.64
C -2.426 -1.244 2.013  -1.08
H -2.161 -2.059 2.690  0.40
H -2.963 -1.674 1.164  0.37
H -4.223 -0.727 3.083  0.37
H -2.787 0.159 3.602  0.31
H -4.288 1.655 2.332  0.37
H -4.285 0.534 0.969  0.31
H -1.852 2.040 2.046  0.35
H -0.642 -0.106 2.369  0.52
H -0.655 -1.778 -0.164  0.34
H 1.830 -1.309 1.465  0.48
H 2.685 1.901 -0.517  0.52
H 3.415 0.313 -0.203  0.39

The total energy is -810.51394 Ha. The largest force on an atom is 0.013 hartree/bohr. For the orbital gap, the calculation gives 0.3675 Ha. The SMILES is CC1(C)CC(=O)C(C[C@@H]2CCCCC2=O)C(=O)C1. For the energy above the lowest of the compared OMol25 structures with the same formula, charge and spin, the calculation gives 31.9 kJ/mol.

---

No. 3
C15H22O5 as an isolated structure, computed with ωB97M-V/def2-TZVPD.

Last column: Mulliken charge in e.
Positions of all 42 atoms, in Å:
C 3.803 -0.251 0.158  -0.54
H 3.288 0.012 -0.911  0.07
H 4.752 -0.379 -0.161  0.44
O 3.325 -1.479 0.643  -0.45
C 2.057 -1.666 0.567  -0.02
O 1.433 -1.641 -0.492  0.14
C 1.820 -2.755 -1.156  -1.04
H 1.238 -3.730 -0.970  0.29
H 2.720 -2.935 -1.493  0.46
H 1.258 -2.559 -2.334  0.20
C 1.043 -0.557 1.625  -1.33
C -0.245 -1.006 2.029  1.67
C -0.907 -1.770 1.216  -2.36
C -2.657 -1.502 1.480  -0.37
C -3.036 -0.775 0.129  -0.68
O -2.173 0.417 0.294  -0.18
C -2.229 1.220 -1.028  -0.73
C -1.177 2.125 -1.086  0.99
C -1.556 3.565 -1.245  -0.73
C -0.390 4.382 -1.142  -0.58
C 0.922 3.773 -1.438  -0.40
C 1.056 2.442 -1.179  -0.47
C -0.057 1.639 -1.213  0.46
H 0.176 0.568 -1.092  0.08
H 1.932 1.983 -1.662  0.19
H 1.739 4.597 -1.498  0.25
H -0.338 5.435 -1.290  0.39
H -2.603 3.916 -1.090  0.32
H -2.350 0.454 -1.773  0.33
H -3.309 1.765 -0.978  0.05
H -4.213 -0.454 0.324  0.26
H -2.929 -1.415 -0.765  0.45
O -3.303 -2.728 1.425  -0.59
H -2.746 -3.369 2.057  0.38
H -2.731 -1.022 2.384  0.57
H -0.944 -2.159 0.471  2.02
O -0.435 -2.218 2.346  -0.57
H -0.573 0.022 2.926  -0.01
H 1.841 -0.315 2.443  0.24
H 1.034 0.323 1.099  0.30
H 1.820 -2.457 1.327  0.29
H 3.645 0.502 1.054  0.22

The total energy is -960.37753 Ha. The largest force on an atom is 0.346 hartree/bohr. For the orbital gap, the calculation gives 0.3340 Ha. For the energy above the lowest of the compared OMol25 structures with the same formula, charge and spin, the calculation gives 1691.0 kJ/mol.

---

No. 4
C15H23AlBCaClCs2F13N6O3 as an isolated structure, computed with ωB97M-V/def2-TZVPD.

Last column: Mulliken charge in e.
Positions of all 66 atoms, in Å:
N -6.284 -2.167 1.577  -0.53
C -5.009 -1.849 1.571  0.07
C -3.982 -2.953 1.062  -0.20
C -2.455 -2.448 0.863  0.54
N -1.439 -3.555 0.937  -0.98
C -0.205 -2.732 0.669  0.02
N 1.047 -3.316 0.607  -0.26
N -0.527 -1.352 0.494  0.43
N -1.879 -1.178 0.586  0.22
C -2.611 0.105 0.416  -0.40
C -1.818 0.932 -0.721  -0.36
F -2.525 2.125 -1.061  -0.33
H -6.329 -3.147 1.221  0.18
H -4.714 -0.800 1.892  0.50
H -3.951 -3.785 1.888  0.39
H -4.312 -3.501 0.093  -0.34
H 1.225 -3.888 -0.230  0.24
H 1.788 -3.134 1.311  0.31
H 0.139 -0.570 0.318  0.25
H -3.680 0.000 0.065  0.48
H -2.489 0.698 1.377  0.27
H -0.756 1.156 -0.387  -0.07
H -1.801 0.268 -1.632  0.46
Cl 0.454 0.262 -1.851  -0.27
Cs -1.258 -4.111 3.137  1.05
O -1.051 0.004 6.065  -0.61
H -0.886 0.638 6.773  0.31
H -1.244 0.553 5.297  0.29
C -0.204 1.022 -5.414  -1.15
C 1.086 1.598 -5.962  -0.06
O 1.704 0.680 -6.875  -0.40
C 1.184 0.645 -8.119  0.33
O 0.263 1.318 -8.485  -0.48
C 1.960 -0.336 -8.993  0.89
F 2.174 -1.513 -8.375  -0.24
F 3.171 0.147 -9.328  -0.24
F 1.326 -0.616 -10.138  -0.23
H -0.023 0.044 -4.960  0.24
H -0.633 1.683 -4.666  0.30
H -0.941 0.874 -6.206  0.42
H 1.797 1.757 -5.145  0.00
H 0.924 2.570 -6.441  0.52
F 1.739 0.846 2.460  -0.33
Al 3.027 0.182 3.494  0.63
F 4.586 0.854 3.014  -0.44
F 3.065 -1.587 3.307  -0.43
F 2.699 0.589 5.176  -0.40
Ca -4.669 -4.471 -1.419  1.01
N 0.690 3.731 2.760  -0.43
C 1.601 4.630 3.157  -0.37
C 2.365 5.391 2.285  -0.30
C 2.179 5.211 0.923  -0.48
C 1.243 4.284 0.487  -0.20
C 0.530 3.577 1.440  0.01
H 1.712 4.732 4.231  0.37
H 3.085 6.105 2.662  0.39
H 2.757 5.786 0.208  0.35
H 1.071 4.115 -0.569  0.48
H -0.216 2.844 1.148  0.10
F 0.543 2.169 -3.234  -0.59
B 2.323 -4.790 7.898  0.63
F 1.973 -3.713 8.765  -0.41
F 2.131 -6.033 8.576  -0.41
F 1.486 -4.754 6.733  -0.42
F 3.688 -4.666 7.504  -0.40
Cs 3.160 2.837 -4.234  1.06

The total energy is -3882.93318 Ha. The largest force on an atom is 0.226 hartree/bohr. For the orbital gap, the calculation gives 0.0507 Ha. Its total charge is +1. For the energy above the lowest of the compared OMol25 structures with the same formula, charge and spin, the calculation gives 455.5 kJ/mol.

---

No. 5
C15H23B3BrO21P as an isolated structure, computed with ωB97M-V/def2-TZVPD.

Last column: Mulliken charge in e.
Positions of all 64 atoms, in Å:
O -0.041 -1.018 -2.481  -0.72
P -0.004 -1.497 -1.101  0.83
O 0.328 -0.349 -0.011  -0.43
O -1.390 -2.034 -0.544  -0.55
B 1.397 -2.817 -0.826  0.41
O 2.369 -3.073 -1.754  -0.49
B 3.628 -2.798 -1.213  0.52
O 3.865 -3.138 0.103  -0.22
B 2.768 -3.035 0.923  0.19
Br 2.867 -2.240 2.645  -0.16
O 1.527 -3.414 0.419  0.11
H 1.268 -0.150 -0.072  0.24
H -1.392 -2.052 0.422  0.33
H 4.425 -2.193 -1.845  -0.11
C 1.205 3.274 -0.108  -0.04
C 0.203 3.706 0.940  0.04
O 0.806 3.208 2.148  -0.35
C 2.132 3.074 1.945  0.68
O 2.931 2.834 2.791  -0.55
O 2.433 3.237 0.633  -0.37
H 1.286 3.963 -0.943  0.33
H 0.994 2.273 -0.488  -0.01
H 0.108 4.789 1.014  0.25
H -0.779 3.277 0.800  0.01
C -5.122 3.072 -1.239  0.00
C -3.946 2.117 -1.305  -0.38
O -2.852 2.966 -0.928  -0.30
C -3.342 3.997 -0.199  0.66
O -2.656 4.765 0.397  -0.54
O -4.685 4.017 -0.242  -0.36
H -6.050 2.603 -0.930  0.36
H -5.284 3.600 -2.173  0.04
H -4.020 1.304 -0.582  0.26
H -3.776 1.702 -2.294  0.31
C -0.614 -6.410 1.674  -0.14
C 0.447 -7.252 2.359  -0.37
O 1.174 -6.271 3.104  -0.33
C 0.365 -5.206 3.320  0.66
O 0.622 -4.295 4.031  -0.50
O -0.772 -5.321 2.588  -0.33
H -1.561 -6.926 1.539  0.34
H -0.276 -6.015 0.714  0.09
H 0.020 -7.976 3.054  0.28
H 1.110 -7.764 1.667  0.30
C 7.896 -1.119 4.188  -0.35
C 6.477 -1.547 4.512  -0.32
O 6.045 -2.117 3.273  -0.17
C 7.137 -2.511 2.576  0.57
O 7.110 -3.167 1.589  -0.49
O 8.267 -2.051 3.167  -0.35
H 8.578 -1.195 5.030  0.29
H 7.941 -0.110 3.775  0.26
H 6.437 -2.317 5.285  0.27
H 5.827 -0.722 4.790  0.32
C -5.420 4.973 -5.749  -0.33
C -6.775 4.993 -6.430  -0.35
O -7.484 3.968 -5.722  -0.35
C -6.917 3.814 -4.506  0.70
O -7.372 3.164 -3.623  -0.49
O -5.754 4.507 -4.435  -0.33
H -4.945 5.947 -5.689  0.30
H -4.731 4.261 -6.207  0.26
H -7.299 5.939 -6.291  0.26
H -6.734 4.755 -7.489  0.30

The total energy is -5155.77837 Ha. The largest force on an atom is 0.027 hartree/bohr. For the orbital gap, the calculation gives 0.3818 Ha.

---

No. 6
C15H23BHgN6Si as an isolated structure, computed with ωB97M-V/def2-TZVPD.

Last column: Mulliken charge in e.
Positions of all 47 atoms, in Å:
H 0.972 3.327 -0.329  0.45
N 0.563 1.761 -1.707  -0.14
B 0.163 0.348 -3.819  -0.12
N 0.543 1.692 -3.084  0.11
C 0.903 2.898 -3.600  -0.07
Hg 0.298 -0.112 -0.312  1.32
H 0.966 3.029 -4.682  0.43
C 1.140 3.775 -2.536  -1.07
H 1.448 4.811 -2.593  0.36
C 0.906 3.016 -1.373  -0.29
H 0.226 0.482 -5.007  -0.12
C -0.566 -1.892 0.624  -1.31
H -0.605 -2.035 1.690  0.36
H 0.162 -2.594 0.217  0.31
H -1.535 -2.036 0.155  0.30
N -1.294 -0.048 -3.371  0.03
N 1.171 -0.774 -3.347  0.23
N -1.591 -0.210 -2.039  -0.05
N 1.318 -1.054 -2.007  -0.32
C -2.416 -0.241 -4.122  -0.13
C 2.033 -1.553 -4.047  -0.03
H -2.371 -0.129 -5.207  0.42
H 2.091 -1.438 -5.129  0.43
C -3.467 -0.563 -3.255  -1.09
C 2.714 -2.383 -3.143  -1.11
C -2.888 -0.545 -1.966  -0.21
C 2.214 -2.052 -1.877  -0.16
H -4.498 -0.780 -3.512  0.37
H 3.471 -3.120 -3.358  0.37
H -3.372 -0.753 -1.011  0.44
H 2.445 -2.456 -0.886  0.44
H -1.008 0.957 1.072  0.34
C -1.526 0.881 5.268  -0.99
Si 0.022 0.013 4.644  0.09
C 1.542 0.889 5.276  -0.96
C 0.002 -1.757 5.255  -0.97
C 0.092 0.180 2.855  -0.16
C -0.283 0.463 1.699  -0.20
H -1.546 0.892 6.364  0.31
H -2.436 0.383 4.914  0.30
H -1.553 1.918 4.915  0.30
H 1.550 0.894 6.370  0.29
H 2.443 0.383 4.912  0.31
H 1.555 1.922 4.912  0.30
H -0.886 -2.303 4.915  0.32
H 0.887 -2.305 4.914  0.29
H 0.001 -1.779 6.352  0.31

The total energy is -1381.60160 Ha. The largest force on an atom is 0.073 hartree/bohr. For the orbital gap (spin up / spin down), the calculation gives 0.2727 / 0.2726 Ha. For the energy above the lowest of the compared OMol25 structures with the same formula, charge and spin, the calculation gives 0.0 kJ/mol.